#w
Here is an isolated molecule of C8H19BN2O3 from OMol25. Energies are from the ωB97M-V functional and the def2-TZVPD basis.

Values from the calculation:
LUMO level ... -0.053 eV
HOMO ... -9.2112 eV
SMILES ... CCCC[C@@H](NC(=O)[C@H](C)N)B(O)O

Element x y z (Å)
C: -2.7321 -1.4629 -1.6073
C: -2.4061 -1.1297 -0.1126
C: -1.2298 -1.8926 0.5411
C: 0.0098 -1.8698 -0.3413
C: 0.5657 -0.5450 -0.7676
N: 1.1972 0.1819 0.2982
C: 0.4984 1.2293 0.8891
O: -0.7284 1.3146 0.6755
C: 1.1630 2.3884 1.6227
C: 1.0345 2.0598 3.1356
N: 0.4565 3.5718 1.2395
B: 1.3824 -0.8349 -2.0823
O: 1.3929 0.0907 -3.0923
O: 2.3247 -1.8947 -2.1144
H: -3.5960 -0.8050 -1.9135
H: -2.9698 -2.4439 -1.7239
H: -1.8504 -1.1826 -2.2325
H: -2.2909 -0.0631 -0.0296
H: -3.3022 -1.2343 0.5152
H: -0.9445 -1.6705 1.6059
H: -1.5311 -2.9599 0.6394
H: -0.0601 -2.4396 -1.3398
H: 0.8523 -2.4526 0.0652
H: -0.1201 0.1571 -1.1598
H: 2.2336 0.1726 0.1864
H: 2.1967 2.5644 1.2354
H: 1.6552 1.2698 3.4092
H: 1.2977 2.9010 3.8408
H: 0.0480 1.8445 3.4552
H: -0.5576 3.2232 1.1426
H: 0.6731 3.8710 0.3147
H: 2.1781 -0.0745 -3.6312
H: 3.1591 -1.8846 -2.6635

Here is what Löwdin gives for the atomic charges, in e: C -0.077; C -0.247; C -0.185; C -0.187; C -0.267; N 0.126; C -0.383; O 0.015; C -0.378; C -0.041; N 0.025; B -0.591; O 0.181; O 0.115; H 0.091; H 0.025; H 0.073; H 0.064; H 0.101; H 0.123; H 0.109; H 0.134; H 0.124; H 0.125; H 0.166; H 0.149; H 0.048; H 0.097; H 0.065; H 0.107; H 0.060; H 0.106; H 0.128

***

#x
Here is an isolated molecule of C8H19BN2O3 from OMol25. Energies are from the ωB97M-V functional and the def2-TZVPD basis.

Values from the calculation:
LUMO level ... 0.356 eV
HOMO ... -9.5087 eV
SMILES ... CCCC[C@@H](NC(=O)[C@H](C)N)B(O)O

Element x y z (Å)
C: -2.0757 -0.2359 2.9503
C: -0.7358 -0.5182 2.2943
C: 0.0188 0.7955 2.0658
C: 1.5023 0.6119 1.5772
C: 1.6155 -0.1375 0.2917
N: 0.8307 0.3507 -0.8436
C: -0.1968 -0.3842 -1.4166
O: -0.5165 -1.4714 -1.0237
C: -1.1026 0.1299 -2.5387
C: -2.4595 0.5015 -2.0052
N: -1.2370 -1.0112 -3.4878
B: 3.0811 0.0324 -0.3691
O: 3.5436 -0.9712 -1.2430
O: 3.8289 1.1925 -0.1338
H: -1.9657 0.3728 3.8180
H: -2.5739 -1.1592 3.2891
H: -2.7360 0.3061 2.2934
H: -0.1369 -1.1889 2.8880
H: -0.8406 -0.9911 1.3193
H: -0.4793 1.3972 1.3174
H: -0.0096 1.4344 2.9638
H: 2.0337 0.0630 2.3769
H: 2.0152 1.5789 1.4548
H: 1.3595 -1.2004 0.4150
H: 1.0414 1.2929 -1.1848
H: -0.6033 0.9678 -3.0243
H: -3.3190 0.3607 -2.6786
H: -2.6836 -0.0805 -1.1083
H: -2.4770 1.5545 -1.7055
H: -0.3252 -1.4564 -3.4873
H: -1.8291 -1.6758 -3.0089
H: 2.8243 -1.6610 -1.3372
H: 4.6084 1.2000 -0.7186

Here is what Löwdin gives for the atomic charges, in e: C -0.110; C -0.256; C -0.198; C -0.155; C -0.237; N 0.120; C -0.459; O 0.054; C -0.364; C -0.056; N 0.046; B -0.556; O 0.122; O 0.146; H 0.056; H 0.078; H 0.066; H 0.106; H 0.086; H 0.097; H 0.111; H 0.131; H 0.113; H 0.145; H 0.162; H 0.129; H 0.089; H 0.080; H 0.079; H 0.068; H 0.066; H 0.126; H 0.115

***

Most stable structure, least stable structure: #x, #w.

***

#w
Here is the ion C4H8NO2S with charge +1 from OMol25. Energies are from the ωB97M-V functional and the def2-TZVPD basis.

Values from the calculation:
Total charge ... +1
LUMO level ... -4.288 eV
HOMO ... -12.4676 eV

Element x y z (Å)
C: -1.3265 0.3367 0.2598
C: -0.1536 1.3815 0.4281
C: 1.3589 -0.4923 0.2208
C: 0.1886 -1.4473 -0.1806
N: 1.0159 0.8078 -0.3800
O: -3.5521 -0.6351 -0.3285
O: -1.0738 -1.0156 0.3097
S: -3.0257 0.6583 -0.0259
H: -0.3496 2.2414 -0.0770
H: 0.1108 1.5439 1.5175
H: 1.4729 -0.2822 1.3628
H: 2.3324 -1.0354 -0.0977
H: 0.1102 -1.4569 -1.2663
H: 0.3358 -2.5710 0.0176
H: 0.7704 0.5022 -1.3817
H: 1.7853 1.4641 -0.3787

Here is what Löwdin gives for the atomic charges, in e: C -0.451; C -0.047; C -0.115; C -0.140; N 0.037; O -0.502; O -0.105; S 1.017; H 0.091; H 0.166; H 0.171; H 0.172; H 0.128; H 0.177; H 0.219; H 0.181

***

#x
Here is the ion C4H8NO2S with charge +1 from OMol25. Energies are from the ωB97M-V functional and the def2-TZVPD basis.

Values from the calculation:
Total charge ... +1
LUMO level ... -3.993 eV
HOMO ... -12.9675 eV

Element x y z (Å)
C: -2.1190 -0.0382 -0.3156
C: -0.8566 -1.2784 -0.5102
C: 0.6528 0.5759 -0.1110
C: -0.4876 1.5585 0.1640
N: 0.2731 -0.8036 0.3069
O: -4.5129 0.5772 0.2500
O: -1.6759 1.2037 -0.5232
S: -3.6404 -0.5591 0.0754
H: -1.2744 -2.2148 -0.1720
H: -0.5916 -1.2953 -1.5630
H: 0.8728 0.5542 -1.1804
H: 1.5430 0.8985 0.4270
H: -0.6893 1.6394 1.2413
H: -0.2164 2.5464 -0.2138
H: -0.0042 -0.7966 1.2979
H: 1.0806 -1.4371 0.2206

Here is what Löwdin gives for the atomic charges, in e: C -0.486; C -0.033; C -0.082; C -0.127; N 0.036; O -0.489; O -0.066; S 1.008; H 0.114; H 0.129; H 0.150; H 0.148; H 0.149; H 0.153; H 0.196; H 0.198

***

Most stable structure, least stable structure: #x, #w.

***

#w
Here is a structure of composition C34H23BrN2O7PtS from OMol25. Energies are from the ωB97M-V functional and the def2-TZVPD basis.

Values from the calculation:
LUMO level (alpha / beta) ... -2.604 / -2.604 eV
HOMO (alpha / beta) ... -8.4774 / -8.4682 eV

Element x y z (Å)
Pt: 1.5443 -2.0710 0.0367
O: -0.2042 -1.3733 2.7847
C: 0.5032 -2.3644 2.8311
O: 1.5271 -2.6523 2.0728
C: 0.2054 -3.4168 3.8759
C: -0.6753 -3.1237 4.9027
C: -0.9992 -4.1073 5.8150
C: -0.4901 -5.3861 5.7275
C: 0.3758 -5.6526 4.6877
C: 0.7376 -4.6921 3.7619
N: 0.9208 -7.0242 4.5591
O: 1.6363 -7.2564 3.6067
O: 0.6188 -7.8335 5.4172
N: -1.9411 -3.7919 6.9132
O: -2.1917 -4.6718 7.7135
O: -2.4087 -2.6701 6.9494
H: -1.1075 -2.1379 4.9841
H: -0.7595 -6.1521 6.4357
H: 1.4173 -4.9312 2.9577
C: 2.2198 -1.0817 -1.4937
C: 2.1114 -0.2569 -2.4233
C: 1.9093 0.7006 -3.3469
C: 2.7328 1.9174 -3.2962
C: 4.0346 1.8513 -2.7861
C: 4.8026 2.9939 -2.6691
C: 4.2820 4.2262 -3.0490
C: 2.9854 4.3090 -3.5394
C: 2.2111 3.1664 -3.6538
C: 0.7752 0.5285 -4.2512
C: 0.7177 1.1815 -5.4904
C: -0.3803 1.0176 -6.3153
C: -1.4179 0.1742 -5.9329
C: -1.3572 -0.5006 -4.7188
C: -0.2718 -0.3279 -3.8833
H: 4.4363 0.8861 -2.4982
H: 5.8095 2.9251 -2.2774
H: 4.8810 5.1220 -2.9472
H: 2.5717 5.2678 -3.8250
H: 1.1839 3.2467 -3.9826
H: 1.5539 1.7848 -5.8179
H: -0.4221 1.5389 -7.2626
H: -2.2658 0.0300 -6.5906
H: -2.1578 -1.1681 -4.4275
H: -0.2332 -0.8426 -2.9277
Br: 0.4056 -4.0517 -0.8152
O: -0.2866 -0.4567 -0.0497
S: -0.4285 0.9825 -0.4874
C: -0.1494 2.0048 0.9487
C: -0.7172 1.7033 2.1771
C: -0.4004 2.4939 3.2686
C: 0.4791 3.5650 3.1309
C: 1.0442 3.8554 1.8966
C: 0.7342 3.0660 0.7963
C: -2.2028 1.1758 -0.6692
C: -2.7017 2.1289 -1.5436
C: -4.0769 2.2441 -1.6999
C: -4.9274 1.3950 -1.0058
C: -4.4115 0.4243 -0.1534
C: -3.0383 0.3035 0.0151
H: -1.3649 0.8454 2.2887
H: -0.8393 2.2718 4.2330
H: 0.7363 4.1649 3.9953
H: 1.7289 4.6896 1.7913
H: 1.1842 3.2683 -0.1726
H: -2.0263 2.7725 -2.0999
H: -4.4833 2.9958 -2.3659
H: -5.9995 1.4849 -1.1339
H: -5.0746 -0.2444 0.3816
H: -2.6053 -0.4642 0.6471

Here is what Löwdin gives for the atomic charges, in e: Pt 0.774; O 0.050; C -0.590; O -0.246; C -0.087; C 0.078; C -0.108; C 0.082; C -0.104; C 0.086; N -0.346; O 0.092; O 0.079; N -0.347; O 0.083; O 0.081; H 0.132; H 0.131; H 0.133; C -0.129; C -0.115; C -0.097; C -0.167; C -0.008; C -0.059; C -0.063; C -0.065; C -0.028; C -0.166; C -0.025; C -0.063; C -0.057; C -0.047; C -0.001; H 0.120; H 0.111; H 0.109; H 0.109; H 0.115; H 0.118; H 0.108; H 0.109; H 0.116; H 0.110; Br -0.050; O -0.597; S 1.011; C -0.363; C -0.057; C -0.054; C -0.072; C -0.079; C -0.088; C -0.365; C -0.084; C -0.080; C -0.078; C -0.059; C -0.062; H 0.102; H 0.112; H 0.106; H 0.105; H 0.100; H 0.108; H 0.105; H 0.105; H 0.110; H 0.114

***

#x
Here is a structure of composition C34H23BrN2O7PtS from OMol25. Energies are from the ωB97M-V functional and the def2-TZVPD basis.

Values from the calculation:
LUMO level ... -2.343 eV
HOMO ... -9.0055 eV

Element x y z (Å)
Pt: -0.3815 -0.3601 -3.4321
O: 0.3420 -2.6380 -1.5209
C: 1.3301 -1.9996 -1.8344
O: 1.3945 -1.0536 -2.7169
C: 2.6610 -2.2914 -1.1833
C: 2.7456 -3.3542 -0.2946
C: 3.9492 -3.6022 0.3365
C: 5.0762 -2.8321 0.1258
C: 4.9519 -1.7837 -0.7639
C: 3.7722 -1.4971 -1.4259
N: 6.1317 -0.9295 -1.0070
O: 6.0159 -0.0323 -1.8179
O: 7.1487 -1.1895 -0.4005
N: 4.0407 -4.7316 1.2866
O: 5.1096 -4.9195 1.8295
O: 3.0322 -5.3731 1.4908
H: 1.8759 -3.9651 -0.1021
H: 6.0055 -3.0394 0.6321
H: 3.7128 -0.6686 -2.1149
C: -0.0231 1.0584 -2.3128
C: 0.3228 1.9319 -1.5158
C: 0.6499 2.8827 -0.6084
C: 2.0556 3.0692 -0.2519
C: 3.0545 2.7256 -1.1702
C: 4.3873 2.8454 -0.8264
C: 4.7370 3.2833 0.4459
C: 3.7542 3.6063 1.3722
C: 2.4179 3.5085 1.0264
C: -0.4156 3.6699 0.0101
C: -0.2146 5.0082 0.3654
C: -1.2518 5.7387 0.9159
C: -2.4836 5.1353 1.1378
C: -2.6869 3.8050 0.7936
C: -1.6649 3.0735 0.2168
H: 2.7679 2.3755 -2.1537
H: 5.1551 2.5850 -1.5417
H: 5.7816 3.3641 0.7173
H: 4.0301 3.9261 2.3680
H: 1.6514 3.7294 1.7564
H: 0.7405 5.4790 0.1745
H: -1.1031 6.7796 1.1696
H: -3.2897 5.7076 1.5785
H: -3.6460 3.3380 0.9751
H: -1.7947 2.0296 -0.0436
Br: -2.3566 0.1220 -4.6293
O: -1.3848 -0.1552 -0.0607
S: -1.7507 -1.4270 0.6300
C: -3.1166 -1.0059 1.7225
C: -3.8334 0.1570 1.4949
C: -4.8853 0.4780 2.3390
C: -5.2087 -0.3589 3.3997
C: -4.4777 -1.5174 3.6226
C: -3.4207 -1.8424 2.7843
C: -2.7151 -2.3952 -0.5260
C: -2.8273 -3.7590 -0.3174
C: -3.5600 -4.5182 -1.2175
C: -4.1470 -3.9100 -2.3188
C: -4.0042 -2.5437 -2.5261
C: -3.2872 -1.7751 -1.6223
H: -3.5575 0.7918 0.6620
H: -5.4581 1.3808 2.1688
H: -6.0298 -0.1045 4.0570
H: -4.7249 -2.1646 4.4538
H: -2.8373 -2.7395 2.9558
H: -2.3276 -4.2258 0.5232
H: -3.6536 -5.5863 -1.0716
H: -4.7059 -4.5062 -3.0286
H: -4.4381 -2.0751 -3.3997
H: -3.1377 -0.7148 -1.7816

Here is what Löwdin gives for the atomic charges, in e: Pt 0.791; O 0.040; C -0.594; O -0.228; C -0.078; C 0.089; C -0.105; C 0.087; C -0.107; C 0.084; N -0.344; O 0.072; O 0.091; N -0.350; O 0.086; O 0.091; H 0.135; H 0.133; H 0.129; C -0.165; C -0.058; C -0.070; C -0.166; C 0.000; C -0.058; C -0.056; C -0.061; C -0.017; C -0.164; C -0.023; C -0.065; C -0.061; C -0.051; C 0.012; H 0.123; H 0.104; H 0.111; H 0.109; H 0.120; H 0.121; H 0.108; H 0.108; H 0.100; H 0.084; Br -0.029; O -0.534; S 1.018; C -0.363; C -0.070; C -0.073; C -0.082; C -0.077; C -0.083; C -0.384; C -0.085; C -0.076; C -0.076; C -0.085; C -0.104; H 0.093; H 0.103; H 0.104; H 0.106; H 0.109; H 0.110; H 0.105; H 0.103; H 0.089; H 0.073

***

Most stable structure, least stable structure: #x, #w.